{
  "formula": "C42H51AsN4O7PS6W",
  "method": "ωB97M-V/def2-TZVPD",
  "symbols": ["C", "H", "C", "C", "C", "H", "C", "C", "C", "H", "C", "C", "C", "C", "As", "H", "H", "O", "H", "C", "S", "H", "H", "H", "S", "O", "H", "H", "H", "W", "C", "C", "C", "H", "C", "O", "H", "H", "N", "C", "O", "H", "H", "C", "S", "H", "H", "H", "P", "S", "H", "O", "H", "H", "H", "S", "C", "C", "C", "H", "C", "N", "H", "H", "H", "C", "H", "C", "N", "H", "H", "C", "H", "H", "C", "H", "H", "C", "H", "H", "C", "C", "C", "H", "C", "H", "C", "H", "C", "C", "H", "H", "H", "C", "O", "C", "C", "C", "H", "H", "H", "H", "C", "C", "H", "H", "H", "O", "H", "C", "C", "N", "S"],
  "coordinates": [[1.075, 4.811, -4.128], [0.750, -5.749, 1.718], [-0.770, 3.267, 1.491], [5.708, -2.063, 0.992], [4.086, -3.767, 0.562], [-0.559, 3.522, -4.611], [4.746, -3.287, 2.812], [-3.721, -3.446, 3.201], [-0.393, -0.344, -5.544], [-2.992, 1.436, -0.180], [-2.600, 2.652, -1.891], [-4.349, 4.181, -2.524], [1.573, 1.732, 4.115], [0.956, -5.040, 0.916], [-0.698, 1.377, 2.052], [2.823, 4.756, -1.227], [1.053, 5.310, -5.088], [2.416, -3.716, -1.404], [-0.360, -5.570, -0.730], [-1.542, -1.120, -5.587], [-3.562, -4.645, 4.329], [-6.594, -0.349, -1.260], [1.740, 0.698, -2.367], [0.509, 5.001, 1.238], [-5.194, -2.619, 2.884], [3.994, 0.000, -0.730], [3.532, -0.922, 1.621], [1.392, 3.480, 1.331], [-3.005, 3.086, 3.460], [-0.080, -0.460, 0.208], [-2.386, 0.015, -3.645], [2.028, 5.162, -3.180], [0.530, 4.024, 1.727], [-1.008, 3.257, 0.426], [4.941, -2.778, 0.092], [0.042, -2.509, 0.238], [-2.496, 0.066, 3.102], [0.717, 4.192, 2.789], [1.979, -0.312, 0.333], [2.779, -0.206, -0.740], [2.040, -1.626, 3.626], [4.626, -3.453, 3.875], [2.088, 0.775, 4.064], [6.374, -1.446, 3.337], [3.157, -4.681, -0.635], [-3.177, 1.044, 1.837], [4.980, -2.543, -0.962], [-2.520, 3.970, -3.599], [-0.986, 1.846, -2.126], [-2.565, -0.974, -0.120], [-6.090, 4.188, -1.267], [4.050, -5.589, -1.298], [0.679, 1.188, -4.502], [5.803, -0.542, 3.564], [1.724, 2.117, 5.127], [-2.458, -2.995, 2.107], [-0.237, 0.609, -4.548], [-0.394, -3.437, -0.569], [2.576, -0.403, 1.646], [-6.642, -2.008, -0.621], [-3.088, 2.038, 3.759], [2.099, -5.600, 0.174], [7.338, -1.136, 2.931], [-4.728, 4.946, -3.190], [-5.099, -1.307, -1.196], [1.616, -1.126, 2.594], [-2.590, 1.928, 4.723], [2.069, 4.503, -1.961], [-0.494, 1.121, -0.858], [-5.223, 2.415, 0.236], [-1.173, -4.928, 0.698], [-3.371, 2.226, -0.817], [2.765, 0.593, 2.069], [-3.420, -1.567, -4.648], [0.078, 1.585, 3.859], [1.237, -4.096, 1.388], [-0.447, 2.465, 4.240], [-3.100, 3.628, -2.752], [6.342, -1.266, 0.625], [3.300, -4.774, 2.291], [-2.535, -0.943, -4.635], [-5.113, 3.755, -1.442], [-4.614, -1.590, 1.596], [-1.654, -1.877, -6.352], [5.617, -2.302, 2.362], [2.495, -6.471, 0.491], [-0.290, -4.826, 0.061], [2.665, -0.750, -2.806], [3.988, -4.027, 1.919], [0.158, 3.810, -3.851], [-4.150, 1.835, 3.920], [0.150, -1.059, -2.610], [2.749, 5.940, -3.401], [-3.328, -1.773, 1.199], [0.362, -1.109, 2.247], [-1.236, 0.802, -3.595], [-4.627, 2.773, -0.594], [0.181, 3.155, -2.620], [1.187, 2.954, -0.748], [-1.600, 3.754, 2.006], [2.059, 2.427, 3.430], [-0.304, 0.721, 4.407], [1.151, 3.500, -1.683], [-6.044, -1.102, -0.695], [-3.148, 0.123, -2.882], [1.050, -2.068, -1.727], [0.393, -0.492, -6.274], [-0.857, -3.276, -1.680], [6.545, -1.971, 4.277], [-2.530, 1.085, 2.713], [2.010, -0.313, -2.050], [0.791, -1.094, -1.829], [-5.715, -0.401, 0.941]],
  "mulliken_charge": [-0.895, 0.532, 0.483, -0.703, 0.378, 0.388, -0.628, 0.046, -0.897, -0.818, 0.338, -0.648, -1.165, -0.261, 1.696, 0.502, 0.418, -0.585, 0.364, -0.615, -0.314, 0.338, -0.539, 0.419, -0.307, -0.777, -0.706, 0.209, 0.304, -0.008, -0.145, -0.668, -1.649, -0.495, -0.494, 1.252, 0.332, 0.413, 0.777, 0.253, -0.786, 0.288, 0.104, -1.637, 1.084, -0.826, 0.401, 0.223, 1.360, -0.280, 0.389, -0.811, 0.349, 0.247, 0.456, 0.233, 0.038, 0.517, 0.629, 0.345, -1.695, -0.210, 0.413, 0.423, 0.052, -0.084, 0.318, -1.095, -0.034, 0.515, 0.209, 1.552, 0.124, 0.417, -1.046, -0.149, 0.664, -1.079, 0.255, 0.301, -0.747, -0.950, 0.964, 0.371, 1.051, 0.299, -1.247, 0.568, -0.230, -0.504, 0.467, -0.310, 0.390, -1.169, -0.431, 0.189, -0.712, 0.731, 0.169, 0.592, 0.211, 0.644, 0.068, -0.555, 0.198, 0.489, 0.429, -0.688, 0.402, 0.516, 0.239, -0.586, -0.162],
  "e_homo_ev": [-3.785, -3.892],
  "orbital_gap_ev": [5.9, 6.0],
  "largest_force_ev_per_a": 1.05,
  "lumo_energy_ha": [0.07847, 0.07843],
  "de_lowest_kj_mol": 18.6,
  "mol_weight_g_mol": 1206.03,
  "charge": -1
}

=====

{
  "formula": "C44H32BiN11",
  "method": "ωB97M-V/def2-TZVPD",
  "symbols": ["C", "C", "H", "N", "H", "C", "C", "C", "H", "C", "C", "H", "C", "C", "H", "C", "C", "C", "H", "N", "H", "C", "H", "H", "H", "N", "H", "C", "H", "N", "C", "C", "C", "H", "C", "C", "H", "N", "H", "C", "H", "C", "N", "H", "C", "H", "H", "C", "C", "N", "H", "C", "C", "C", "C", "C", "H", "C", "C", "H", "N", "H", "C", "C", "C", "H", "H", "C", "C", "C", "N", "H", "C", "C", "N", "H", "H", "C", "Bi", "C", "N", "H", "C", "C", "H", "H", "H", "C"],
  "coordinates": [[-2.994, -5.556, -1.325], [0.479, 0.557, 6.813], [-2.835, -6.010, -2.305], [-0.188, 0.443, 2.239], [-2.638, 1.206, 5.571], [0.903, 3.440, -1.790], [1.608, -3.741, 0.092], [-1.416, 0.167, -2.448], [-0.296, -6.063, -2.302], [0.426, -3.285, -0.493], [-0.277, -4.140, -1.348], [-4.042, -3.771, 0.234], [1.179, 0.317, 5.642], [6.139, -0.484, -0.486], [-5.591, 0.857, -2.181], [-4.379, 0.909, -0.401], [3.772, -0.561, -0.433], [-0.886, 0.872, 6.791], [0.991, 0.501, 7.765], [-2.523, 0.936, 2.628], [2.182, -3.093, 0.751], [0.866, 0.219, 3.049], [7.118, -0.223, 1.410], [7.076, -0.517, -1.026], [-0.380, 5.264, -1.578], [-2.819, -4.121, -1.415], [-4.017, -5.775, -1.012], [0.763, -0.411, -2.477], [4.921, -0.718, -2.251], [1.990, -0.638, -2.091], [-3.070, -3.465, -0.152], [2.417, -0.337, 1.402], [2.385, -0.616, -0.827], [0.298, 1.859, 0.769], [-5.572, 0.977, -1.105], [0.226, -5.415, -1.606], [-5.466, 1.386, 2.792], [0.358, 2.578, 0.057], [1.410, 3.526, -2.738], [1.397, -5.858, -1.011], [-2.319, -3.695, 0.625], [-0.848, 0.807, -6.136], [1.120, 2.378, -1.026], [2.206, -0.232, -5.005], [-5.499, 1.278, 1.715], [1.773, -6.850, -1.229], [5.000, -0.114, 2.717], [-2.935, 0.908, 1.367], [-0.339, 3.727, 0.000], [1.608, -0.527, 0.306], [3.013, -5.350, 0.309], [4.996, -0.257, 1.645], [6.162, -0.315, 0.910], [-6.691, 1.355, 1.014], [-1.584, 0.961, 5.598], [-1.280, 0.725, 3.016], [-7.616, 1.533, 1.549], [3.795, -0.391, 0.951], [4.951, -0.600, -1.177], [-1.014, 4.014, 0.789], [2.092, -0.114, 2.666], [-1.562, -4.101, -3.060], [-2.993, 0.682, -0.813], [-4.339, 1.054, 0.986], [-1.591, 0.745, -4.970], [-1.400, 1.050, 7.726], [2.233, 0.072, 5.650], [0.400, -0.058, -3.844], [-0.011, 4.329, -1.194], [2.092, -5.017, -0.155], [-0.373, -0.330, -1.700], [1.060, 0.526, -7.081], [0.476, 0.406, 4.449], [1.156, 0.027, -5.006], [-2.174, 0.717, 0.246], [-3.113, -2.379, -0.299], [-7.680, 1.269, -0.890], [0.509, 0.455, -6.152], [-0.468, -1.297, 0.277], [-1.566, -3.714, -2.038], [-2.627, 0.505, -2.090], [-2.311, -6.042, -0.611], [-0.943, 0.297, -3.827], [-6.729, 1.206, -0.377], [-2.633, 1.032, -4.939], [-1.317, 1.140, -7.053], [-1.593, -2.623, -2.132], [-0.880, 0.723, 4.426]],
  "mulliken_charge": [-1.024, -0.671, 0.309, 0.017, 0.563, -0.294, -0.449, -0.751, 0.406, 0.473, 1.047, 0.465, -0.153, -0.627, 0.546, 0.324, 0.572, -0.693, 0.407, -0.570, 0.318, -0.436, 0.415, 0.428, 0.409, 0.182, 0.361, -0.168, 0.570, -0.429, -0.546, -0.589, -0.712, -0.134, -0.140, -0.524, 0.564, 0.532, 0.464, -0.767, 0.258, -0.666, -0.674, 0.588, -0.213, 0.385, 0.563, -0.126, 0.009, 0.924, 0.455, -0.422, -0.625, -0.657, -0.091, -0.358, 0.414, 0.641, -0.535, 0.525, -0.697, 0.786, -0.635, 0.035, -0.354, 0.410, 0.548, 0.344, -1.069, -0.856, 0.719, 0.426, 0.294, -0.453, 0.187, -0.021, 0.415, -0.631, 1.262, -1.497, -0.496, 0.345, 0.659, -0.716, 0.560, 0.441, -0.290, 0.191],
  "e_homo_ev": [-6.551, -6.540],
  "orbital_gap_ev": [5.0, 5.0],
  "largest_force_ev_per_a": 0.36,
  "lumo_energy_ha": [-0.05682, -0.05780],
  "mol_weight_g_mol": 923.80
}